Entry from the OMol25 dataset: a structure of composition C16H26BN4O9V (ωB97M-V with the def2-TZVPD basis set).

Atoms and positions in Å:
1 C -2.317 -2.205 3.226
2 C -1.374 -2.185 1.899
3 N -0.209 -2.789 1.978
4 C -1.982 -1.468 0.611
5 B -0.898 -0.656 -0.327
6 C -1.279 -0.931 -1.923
7 C -1.223 -2.477 -2.359
8 C -2.549 -2.857 -3.205
9 N -3.449 -3.981 -2.890
10 O -2.839 -2.135 -4.203
11 O 0.501 -0.553 0.063
12 C 0.956 0.746 -0.340
13 N 2.363 1.140 -0.085
14 C 3.212 -0.066 0.004
15 C 3.367 -0.714 1.477
16 O 3.779 -0.647 -0.948
17 C 2.867 2.142 -1.048
18 C 3.108 1.907 -2.601
19 O 3.172 3.278 -0.592
20 C -0.270 1.735 -0.001
21 N -0.367 2.428 1.303
22 C 0.417 1.795 2.377
23 C -0.114 0.609 3.324
24 O 1.582 2.216 2.640
25 C -0.148 3.881 1.204
26 C -0.843 4.772 2.360
27 O 0.485 4.454 0.288
28 O -1.354 0.762 -0.168
29 H -3.392 -2.155 2.857
30 H -2.101 -3.157 3.837
31 H -2.128 -1.325 3.920
32 H -0.156 -3.135 2.961
33 H -2.751 -0.701 0.988
34 H -2.594 -2.264 0.051
35 H -0.588 -0.341 -2.657
36 H -2.348 -0.560 -2.162
37 H -1.187 -3.180 -1.460
38 H -0.333 -2.713 -3.048
39 H -3.809 -3.937 -1.928
40 H -3.033 -4.898 -3.097
41 H 0.915 0.718 -1.504
42 H 4.164 -0.175 2.087
43 H 3.651 -1.815 1.406
44 H 2.314 -0.640 1.942
45 H 2.236 1.405 -3.137
46 H 4.019 1.201 -2.691
47 H 3.442 2.893 -3.073
48 H -0.397 2.414 -0.906
49 H 0.196 0.853 4.409
50 H 0.385 -0.383 3.061
51 H -1.252 0.601 3.221
52 H -1.962 4.925 2.134
53 H -0.808 4.220 3.375
54 H -0.347 5.787 2.485
55 O 1.356 -0.195 -6.711
56 V 1.085 -0.617 -5.050
57 O 0.829 -1.031 -3.373

- Kohn-Sham gap: 3.7 eV
- DFT total energy: -2489.9014 Ha
- LUMO: -5.11 eV
- 2S+1: 1
- Relative energy (zero: lowest compared OMol25 entry of this formula, charge and spin): 0.0 kcal/mol

Results of the Mulliken charge analysis, in e, for atoms 1 through 8: atom 1 (C): -1.20, atom 2 (C): 0.64, atom 3 (N): -0.55, atom 4 (C): -0.42, atom 5 (B): 0.59, atom 6 (C): -0.10, atom 7 (C): -0.20, atom 8 (C): 0.25